[1]
{
  "formula": "C41H90F3KN5O3S",
  "method": "the ωB97M-V functional and the def2-TZVPD basis",
  "symbols": ["K", "C", "F", "F", "F", "S", "O", "O", "O", "C", "C", "C", "N", "C", "C", "C", "C", "C", "H", "H", "H", "H", "H", "H", "H", "H", "H", "H", "H", "H", "H", "H", "H", "H", "H", "H", "C", "C", "C", "N", "C", "C", "C", "C", "C", "H", "H", "H", "H", "H", "H", "H", "H", "H", "H", "H", "H", "H", "H", "H", "H", "H", "H", "C", "C", "C", "N", "C", "C", "C", "C", "C", "H", "H", "H", "H", "H", "H", "H", "H", "H", "H", "H", "H", "H", "H", "H", "H", "H", "H", "C", "C", "C", "N", "C", "C", "C", "C", "C", "H", "H", "H", "H", "H", "H", "H", "H", "H", "H", "H", "H", "H", "H", "H", "H", "H", "H", "C", "C", "C", "N", "C", "C", "C", "C", "C", "H", "H", "H", "H", "H", "H", "H", "H", "H", "H", "H", "H", "H", "H", "H", "H", "H", "H"],
  "positions_angstrom": [[2.859, 0.193, 3.655], [-0.229, -0.758, -0.634], [-0.042, -1.881, 0.099], [-0.238, -1.108, -1.948], [-1.453, -0.308, -0.347], [1.238, 0.496, -0.332], [2.457, -0.040, -1.047], [0.633, 1.744, -0.850], [1.428, 0.583, 1.097], [0.031, -4.951, 0.840], [-0.251, -5.264, -0.586], [-1.803, -5.256, -0.920], [-2.019, -5.021, -2.440], [-1.487, -6.319, -3.088], [-3.419, -4.766, -2.898], [-3.435, -3.582, -3.863], [-2.006, -3.329, -4.252], [-1.328, -3.749, -2.994], [-0.452, -5.674, 1.498], [-0.388, -3.988, 1.132], [1.053, -5.063, 1.201], [0.245, -6.189, -0.879], [0.230, -4.526, -1.228], [-2.173, -4.307, -0.532], [-2.477, -6.059, -0.622], [-0.425, -6.333, -2.843], [-1.615, -6.223, -4.166], [-2.096, -7.209, -2.924], [-3.759, -5.651, -3.436], [-4.025, -4.593, -2.009], [-4.038, -3.861, -4.727], [-3.945, -2.681, -3.522], [-1.639, -3.796, -5.166], [-1.965, -2.251, -4.408], [-0.240, -3.776, -3.052], [-1.585, -3.137, -2.131], [2.361, 4.330, -0.767], [2.235, 4.396, -2.305], [2.853, 3.092, -2.949], [2.541, 2.978, -4.487], [3.079, 4.214, -5.242], [0.908, 2.895, -4.679], [0.891, 1.977, -5.914], [1.884, 0.865, -5.606], [3.013, 1.570, -4.933], [1.329, 4.123, -0.485], [2.585, 5.310, -0.346], [3.040, 3.505, -0.557], [2.745, 5.299, -2.638], [1.230, 4.664, -2.631], [2.403, 2.188, -2.540], [3.942, 3.089, -2.911], [2.733, 4.226, -6.275], [4.151, 4.107, -5.080], [2.692, 5.196, -4.968], [0.502, 3.869, -4.951], [0.530, 2.457, -3.755], [1.119, 2.537, -6.821], [0.019, 1.363, -6.137], [2.297, 0.361, -6.480], [1.356, 0.184, -4.939], [3.686, 1.788, -5.763], [3.434, 0.874, -4.208], [5.842, -0.538, -3.834], [5.457, 0.216, -2.527], [6.540, 0.217, -1.435], [6.461, 1.237, -0.234], [5.200, 1.142, 0.537], [7.798, 1.174, 0.588], [7.899, 2.482, 1.314], [7.206, 3.479, 0.360], [6.505, 2.717, -0.717], [6.767, -0.167, -4.275], [5.019, -0.457, -4.544], [5.830, -1.587, -3.538], [4.558, -0.299, -2.186], [5.250, 1.243, -2.827], [7.490, 0.482, -1.900], [6.694, -0.826, -1.161], [5.013, 0.246, 1.130], [4.258, 1.256, 0.000], [5.197, 2.086, 1.081], [7.525, 0.406, 1.312], [8.716, 0.890, 0.075], [7.303, 2.420, 2.225], [8.857, 2.862, 1.669], [6.408, 4.029, 0.861], [7.863, 4.216, -0.101], [5.574, 3.130, -1.105], [7.084, 2.743, -1.640], [-2.853, -0.891, 2.254], [-3.637, -2.230, 2.384], [-3.624, -3.036, 3.768], [-4.352, -4.450, 3.762], [-3.902, -5.447, 2.715], [-5.894, -4.221, 3.719], [-6.395, -4.412, 5.178], [-5.546, -5.671, 5.653], [-4.162, -5.265, 5.174], [-3.210, -0.248, 1.449], [-1.776, -1.019, 2.151], [-3.031, -0.264, 3.128], [-3.261, -2.887, 1.600], [-4.639, -1.998, 2.022], [-3.995, -2.453, 4.610], [-2.591, -3.230, 4.057], [-2.823, -5.383, 2.577], [-4.514, -5.362, 1.816], [-4.063, -6.474, 3.042], [-6.314, -4.993, 3.074], [-6.172, -3.293, 3.219], [-7.437, -4.703, 5.311], [-6.254, -3.493, 5.746], [-5.833, -6.541, 5.062], [-5.595, -5.715, 6.741], [-3.437, -6.073, 5.074], [-3.746, -4.551, 5.885], [-3.377, 4.869, 6.586], [-3.831, 4.449, 5.174], [-2.626, 4.852, 4.307], [-2.679, 4.617, 2.757], [-3.453, 5.777, 2.057], [-3.353, 3.242, 2.510], [-2.981, 2.989, 0.968], [-1.493, 3.220, 1.040], [-1.286, 4.467, 2.073], [-4.092, 4.792, 7.406], [-3.011, 5.892, 6.668], [-2.636, 4.173, 6.980], [-4.679, 5.033, 4.816], [-4.014, 3.375, 5.135], [-1.877, 4.166, 4.704], [-2.515, 5.892, 4.616], [-3.006, 6.734, 2.326], [-4.518, 5.751, 2.285], [-3.369, 5.677, 0.975], [-4.424, 3.336, 2.692], [-2.976, 2.490, 3.203], [-3.509, 3.571, 0.212], [-3.228, 1.936, 0.834], [-1.039, 3.203, 0.049], [-0.905, 2.462, 1.557], [-1.035, 5.420, 1.607], [-0.547, 4.297, 2.856]],
  "forces_ev_per_angstrom": [[0.01, -0.05, 0.18], [-2.18, -2.07, -1.47], [0.65, 1.81, -0.65], [0.67, 0.81, 1.56], [1.47, 0.48, 0.01], [5.01, -2.49, 0.56], [-3.98, 1.48, 1.23], [-0.93, 0.81, -1.32], [-0.40, -0.33, 0.10], [-0.59, -0.40, 1.68], [-0.66, -0.67, -1.16], [0.96, 2.06, -1.17], [1.42, -1.92, -1.12], [-0.03, 1.33, -1.28], [-1.16, -0.24, 0.45], [-1.39, -0.62, -1.14], [-0.38, 0.69, 0.15], [1.00, -0.30, 1.59], [-0.39, -0.18, -0.04], [0.21, 0.18, 0.04], [0.26, 0.39, -0.68], [-0.32, -0.24, 0.19], [-0.17, 0.18, 0.04], [-0.29, -0.06, 0.56], [0.52, -0.22, 0.03], [-0.32, -0.67, -0.09], [0.36, 0.41, -0.13], [0.18, 0.16, 1.10], [-0.12, -0.04, 0.41], [-0.16, -0.15, -0.12], [0.01, -0.09, -0.05], [0.28, -0.10, 0.59], [-0.12, -0.31, 0.21], [0.69, 0.01, 0.02], [-0.11, -0.64, 0.05], [0.10, 0.88, -0.39], [-0.32, -0.13, -1.82], [0.96, -0.75, -0.22], [-1.38, 1.96, -1.85], [-2.63, 0.41, 2.28], [0.18, -1.24, -0.11], [1.91, -0.74, -1.48], [-0.48, -0.95, -0.26], [-0.46, 0.65, 0.08], [0.80, 0.89, -1.62], [-0.47, -0.50, 0.73], [0.34, -0.26, 0.37], [0.11, 0.37, 0.71], [0.67, 0.04, -0.12], [-0.28, -0.63, -0.06], [0.23, -0.05, 0.31], [-0.06, -0.08, 0.41], [0.59, -0.89, -0.22], [0.02, 0.57, -0.65], [-0.07, -0.37, 1.22], [0.18, 0.06, 0.59], [-0.13, 0.11, -0.17], [0.10, 0.05, 0.08], [-0.81, 1.03, 0.21], [-0.51, -0.23, 0.03], [0.30, -0.36, -0.03], [0.69, -0.06, 0.50], [0.36, 1.14, 0.59], [-0.27, -0.07, 1.34], [-0.04, 0.56, -0.16], [0.78, 0.22, -0.86], [0.17, -0.08, -2.74], [-0.44, 0.94, 0.85], [-1.09, -1.25, 1.73], [-1.08, 1.21, 0.09], [-0.67, 1.09, 0.49], [0.96, -1.01, -1.92], [-0.03, -0.39, -0.01], [0.16, 0.21, -0.08], [0.75, -0.17, -0.51], [-0.17, 0.45, 0.30], [-0.30, 0.20, 0.25], [0.01, 0.19, -0.04], [-0.12, 0.19, 1.09], [0.91, -0.04, 0.14], [0.61, -0.25, -1.23], [0.00, -0.43, 1.01], [0.66, -0.37, -0.07], [-0.64, -0.05, -0.87], [-0.03, 0.02, 0.06], [0.27, -0.56, -0.52], [0.41, 0.35, 0.47], [0.11, -0.09, 0.20], [-0.55, -0.43, 0.82], [0.48, -0.52, 0.08], [-0.24, -0.16, 1.23], [-0.25, -0.51, -0.14], [0.41, -0.41, -0.97], [-0.46, -0.06, 1.16], [-0.15, 0.22, -0.04], [-0.47, -0.75, 0.43], [0.58, -1.20, -0.50], [0.16, 2.36, -1.37], [0.33, 1.33, 0.43], [-0.12, -0.57, -0.31], [0.00, -0.12, 0.06], [0.12, -0.08, 0.32], [0.18, -0.30, 0.07], [-0.30, -0.19, 0.55], [-0.64, -0.17, -0.20], [0.12, -0.30, -0.24], [-0.10, 0.38, -0.28], [0.43, 0.47, -0.17], [-0.32, 0.21, 0.43], [0.14, -0.24, 0.15], [0.48, 0.23, 0.33], [-0.13, 0.34, -0.65], [0.32, -0.22, 0.29], [-0.51, -0.21, 0.70], [0.08, -0.70, -0.21], [-0.08, 0.16, -0.51], [0.08, 0.18, -0.17], [-0.25, -0.47, 0.86], [0.07, 0.72, -0.28], [-0.32, -0.92, 0.22], [-0.45, 0.04, 0.49], [0.30, -0.78, -0.01], [-0.56, 1.82, -2.28], [-0.20, -1.30, 2.86], [1.11, 1.08, 1.07], [-1.12, -0.15, -0.84], [-0.77, 0.03, -0.57], [0.14, -0.05, -0.29], [0.57, 0.12, -0.39], [-0.41, -0.27, 0.34], [-0.28, 0.10, 0.01], [0.78, 0.54, -0.44], [0.88, 0.05, -0.97], [0.01, -0.23, 0.30], [0.19, -0.10, 0.42], [0.17, -0.21, 0.12], [0.08, 0.16, -0.02], [0.46, 0.14, -0.25], [-0.02, 0.16, 0.44], [0.08, -0.01, -0.49], [0.09, 1.10, 0.06], [-0.63, -0.72, 0.04], [-0.17, -0.08, -0.04], [-0.14, -0.32, -0.13]],
  "total_energy_ha": -3410.82504,
  "e_homo_ev": [-22.290, -22.290],
  "s2": 0.7585,
  "mol_weight_da": 829.362,
  "orbital_gap_ev": [9.438, 2.583],
  "charge": 6,
  "spin_multiplicity": 2
}

***

[2]
{
  "formula": "C41H92N5O4",
  "method": "the ωB97M-V functional and the def2-TZVPD basis",
  "symbols": ["N", "O", "O", "O", "C", "C", "C", "C", "N", "C", "C", "C", "C", "C", "C", "C", "H", "H", "H", "H", "H", "H", "H", "H", "H", "H", "H", "H", "H", "H", "H", "H", "H", "H", "H", "H", "H", "H", "H", "H", "C", "C", "C", "C", "N", "C", "C", "C", "C", "C", "C", "C", "H", "H", "H", "H", "H", "H", "H", "H", "H", "H", "H", "H", "H", "H", "H", "H", "H", "H", "H", "H", "H", "H", "H", "H", "C", "C", "C", "C", "N", "C", "C", "C", "C", "C", "C", "C", "H", "H", "H", "H", "H", "H", "H", "H", "H", "H", "H", "H", "H", "H", "H", "H", "H", "H", "H", "H", "H", "H", "H", "H", "C", "C", "N", "C", "C", "C", "C", "C", "O", "C", "H", "H", "H", "H", "H", "H", "H", "H", "H", "H", "H", "H", "H", "H", "H", "H", "H", "H", "H", "H"],
  "positions_angstrom": [[0.175, -0.035, -0.655], [0.780, 0.141, -1.729], [0.803, -0.532, 0.323], [-1.018, 0.308, -0.549], [-3.436, -6.233, 0.054], [-1.997, -6.437, -0.398], [-1.098, -5.186, -0.266], [0.308, -5.592, -0.690], [1.296, -4.463, -0.753], [2.611, -5.065, -1.168], [3.661, -4.108, -0.597], [3.070, -3.697, 0.754], [1.570, -4.005, 0.666], [0.880, -3.301, -1.604], [0.556, -3.646, -3.026], [0.441, -2.413, -3.906], [-4.059, -7.077, -0.238], [-3.910, -5.411, -0.496], [-3.468, -6.017, 1.118], [-1.917, -6.720, -1.456], [-1.518, -7.283, 0.109], [-1.092, -4.730, 0.732], [-1.528, -4.398, -0.894], [0.182, -5.968, -1.705], [0.697, -6.364, -0.037], [2.783, -5.105, -2.239], [2.706, -6.038, -0.699], [3.873, -3.252, -1.235], [4.592, -4.645, -0.427], [3.255, -2.669, 1.076], [3.546, -4.235, 1.577], [0.980, -3.106, 0.840], [1.279, -4.761, 1.389], [1.693, -2.572, -1.572], [0.079, -2.839, -1.027], [-0.342, -4.266, -3.123], [1.283, -4.312, -3.506], [1.360, -1.830, -3.957], [-0.336, -1.724, -3.566], [0.134, -2.734, -4.900], [-4.604, -2.426, 1.715], [-3.218, -2.905, 1.336], [-2.090, -2.017, 1.861], [-2.197, -1.663, 3.317], [-0.972, -1.121, 3.970], [-1.216, -0.919, 5.477], [-0.083, -1.674, 6.167], [0.156, -2.830, 5.208], [0.190, -2.081, 3.875], [-0.671, 0.196, 3.300], [0.649, 0.836, 3.619], [0.684, 2.209, 2.914], [-4.811, -2.249, 2.767], [-5.307, -3.188, 1.365], [-4.888, -1.543, 1.137], [-3.094, -3.030, 0.262], [-3.026, -3.903, 1.745], [-2.103, -1.125, 1.215], [-1.107, -2.390, 1.553], [-2.612, -2.509, 3.878], [-2.963, -0.903, 3.503], [-1.262, 0.151, 5.651], [-2.180, -1.362, 5.726], [0.729, -0.942, 6.178], [-0.272, -1.990, 7.189], [1.107, -3.321, 5.405], [-0.640, -3.571, 5.155], [1.131, -1.557, 3.798], [0.071, -2.762, 3.042], [-1.576, 0.799, 3.406], [-0.671, -0.013, 2.225], [1.416, 0.232, 3.141], [0.803, 0.945, 4.693], [1.703, 2.586, 2.936], [0.007, 2.891, 3.425], [0.373, 2.070, 1.877], [-3.354, 5.492, 3.318], [-3.867, 5.556, 1.897], [-3.189, 4.544, 0.965], [-3.740, 4.552, -0.422], [-3.165, 3.541, -1.350], [-1.633, 3.673, -1.367], [-1.116, 3.343, -2.794], [-2.404, 3.222, -3.650], [-3.439, 3.905, -2.790], [-3.590, 2.119, -1.031], [-5.104, 1.984, -1.009], [-5.460, 0.522, -0.882], [-3.566, 6.434, 3.831], [-2.282, 5.335, 3.419], [-3.966, 4.790, 3.888], [-3.803, 6.558, 1.456], [-4.948, 5.377, 1.873], [-3.362, 3.572, 1.458], [-2.106, 4.661, 1.074], [-3.664, 5.528, -0.910], [-4.827, 4.429, -0.416], [-1.220, 3.044, -0.584], [-1.406, 4.719, -1.167], [-0.552, 2.412, -2.783], [-0.464, 4.146, -3.121], [-2.609, 2.191, -3.910], [-2.268, 3.865, -4.517], [-4.455, 3.648, -3.090], [-3.357, 4.983, -2.904], [-3.140, 1.836, -0.086], [-3.160, 1.535, -1.843], [-5.618, 2.519, -1.803], [-5.434, 2.445, -0.073], [-6.277, 0.395, -0.176], [-4.632, -0.071, -0.474], [-5.686, 0.011, -1.818], [5.042, 2.247, 0.014], [4.282, 1.830, -1.255], [4.227, 2.873, -2.306], [3.557, 2.392, -3.537], [3.499, 4.112, -1.828], [2.037, 3.960, -1.388], [5.622, 3.354, -2.623], [6.530, 2.372, -3.315], [7.064, 1.471, -2.381], [8.090, 0.657, -2.950], [4.593, 3.114, 0.506], [6.107, 2.358, -0.136], [4.788, 1.437, 0.703], [3.289, 1.578, -0.915], [4.825, 0.969, -1.634], [3.741, 3.118, -4.323], [2.538, 2.146, -3.286], [4.058, 1.472, -3.828], [3.448, 4.642, -2.783], [4.102, 4.691, -1.140], [1.945, 3.138, -0.678], [1.411, 3.708, -2.232], [1.711, 4.901, -0.953], [6.122, 3.694, -1.724], [5.478, 4.184, -3.315], [7.312, 2.985, -3.788], [6.050, 1.816, -4.130], [7.880, 0.412, -3.993], [8.153, -0.258, -2.369], [9.029, 1.209, -2.877]],
  "forces_ev_per_angstrom": [[0.76, 0.23, -0.03], [-0.06, 0.02, 0.03], [-0.56, -0.02, -0.12], [-0.04, -0.09, 0.30], [0.01, 0.15, -0.85], [0.68, 0.18, -0.20], [-0.25, 0.00, 0.36], [-1.43, 0.77, -0.97], [0.52, -1.45, 0.86], [1.33, 1.24, -0.12], [0.19, -0.24, 0.70], [0.21, 0.28, 0.77], [0.29, 0.95, 0.18], [0.35, 0.23, 0.44], [-0.31, -0.69, -0.79], [-0.65, 0.24, -0.10], [0.14, -0.25, 0.52], [0.27, 0.20, 0.20], [-0.27, -0.21, 0.07], [-0.44, 0.03, 0.05], [-0.21, 0.13, 0.27], [-0.06, -0.42, 0.14], [0.25, -0.13, -0.25], [0.49, -0.27, 0.00], [0.20, -0.02, 0.01], [-0.73, -0.39, -0.11], [-0.14, -0.13, -0.10], [-0.15, -0.09, -0.12], [0.06, 0.07, -0.27], [-0.16, 0.15, -0.65], [-0.23, -0.46, -0.23], [-0.09, -0.03, -0.04], [-0.14, -0.28, -0.27], [0.05, -0.11, 0.09], [-0.27, 0.07, -0.45], [-0.28, 0.38, 0.29], [0.41, 0.21, 0.40], [0.11, -0.16, -0.04], [0.04, -0.07, 0.18], [0.24, 0.10, -0.12], [-0.72, -0.36, -1.16], [0.80, -0.48, 1.24], [0.29, 1.16, -1.89], [-1.18, -0.29, 0.48], [0.51, 0.13, 0.10], [-0.41, -0.40, 0.07], [-0.36, 0.53, -0.18], [0.64, 0.57, -0.48], [-0.01, -1.05, 0.65], [-0.55, -0.45, -1.26], [-0.28, 0.58, -0.38], [-0.05, -0.63, 0.42], [0.26, -0.06, 0.10], [-0.09, 0.04, 0.27], [0.17, 0.17, 0.26], [-0.19, 0.23, -0.11], [-0.35, -0.05, 0.06], [-0.18, 0.22, 0.45], [-0.11, -0.45, 0.43], [0.68, -0.17, 0.16], [0.09, 0.11, -0.29], [0.07, 0.01, 0.17], [-0.06, 0.08, -0.17], [0.51, -0.61, 0.12], [-0.31, 0.16, 0.02], [-0.06, -0.18, -0.07], [-0.08, 0.00, 0.51], [-0.06, 0.28, -0.18], [-0.07, 0.26, -0.22], [0.25, 0.28, 0.62], [0.24, -0.14, 0.05], [0.23, -0.01, 0.36], [0.27, -0.03, 0.01], [-0.05, 0.24, 0.00], [0.07, 0.23, -0.14], [0.01, 0.14, -0.03], [-0.79, 0.72, 0.57], [-0.42, 0.37, -1.11], [0.09, -0.72, 1.74], [-0.94, 0.74, -0.45], [1.43, 0.44, -0.67], [0.22, -0.06, -0.14], [-0.68, -0.64, 0.76], [1.06, 0.97, 0.37], [-1.20, -0.40, -0.51], [-0.21, 0.76, -1.19], [0.35, 0.23, 1.28], [0.01, -1.02, 0.02], [0.12, 0.06, -0.15], [0.00, -0.30, -0.09], [0.53, -0.43, 0.01], [0.41, -0.01, 0.18], [0.06, -0.16, 0.18], [-0.09, -0.05, -0.37], [-0.03, 0.27, -0.56], [0.60, -0.02, 0.12], [0.13, -0.35, 0.19], [-0.01, -0.05, 0.00], [-0.19, -0.03, 0.26], [0.02, -0.05, -0.02], [-0.10, 0.07, -0.17], [-0.21, 0.02, -0.16], [-0.23, -0.53, -0.41], [-0.02, -0.04, 0.30], [0.16, 0.06, 0.32], [0.10, -0.05, 0.00], [0.14, -0.25, 0.25], [0.05, -0.23, -0.22], [-0.12, 0.15, -0.15], [-0.23, -0.12, -0.25], [0.07, 0.30, 0.09], [-0.25, 0.26, -0.09], [-1.15, -0.15, 0.03], [0.89, -0.17, 1.30], [0.33, 0.65, 0.95], [0.86, -0.83, 0.19], [-0.99, 0.57, -1.42], [0.95, -0.82, 0.17], [0.06, 0.01, -0.97], [0.35, -0.24, -0.12], [-0.34, -0.14, -0.05], [0.18, 0.29, 0.18], [0.23, 0.22, -0.23], [0.11, -0.12, 0.21], [0.62, -0.06, 0.06], [-0.47, -0.27, -0.59], [-0.35, -0.06, -0.39], [-0.54, 0.13, -0.05], [-0.41, 0.20, -0.25], [-0.15, -0.08, -0.03], [0.18, 0.64, 0.35], [0.19, -0.30, 0.17], [-0.24, 0.22, 0.30], [-0.11, 0.08, -0.14], [-0.02, -0.03, 0.08], [-0.25, 0.16, 0.13], [0.03, 0.16, 0.18], [0.07, -0.11, 0.11], [-0.06, 0.17, -0.02], [-0.04, -0.01, 0.01], [0.03, -0.01, 0.05], [0.13, -0.18, -0.17]],
  "total_energy_ha": -2191.12473,
  "e_homo_ev": -15.324,
  "mol_weight_da": 719.218,
  "de_lowest_kcal_mol": 13.8,
  "orbital_gap_ev": 9.898,
  "charge": 3
}